Entry 1:
Density functional theory data (ωB97M-V/def2-TZVPD) for a structure of composition C24H16F5IrN3O3S3Se.

```
56
Properties=species:S:1:pos:R:3:forces:R:3
Ir -0.666546 -0.978078 -0.248148 0.0 0.0 -0.1
C -2.531994 -1.771687 2.332812 0.0 0.0 0.0
C -1.445469 -0.804884 2.681922 0.0 0.0 -0.1
C -1.400427 -0.257691 3.985357 0.0 0.0 0.0
C -0.433499 0.632587 4.322581 0.0 0.0 0.1
C 0.558387 0.980496 3.382147 0.0 0.0 -0.1
C 1.597165 1.891792 3.673721 0.0 0.0 0.1
C 2.533586 2.174135 2.721124 0.0 0.0 -0.1
C 2.490785 1.538195 1.470389 0.0 0.0 0.1
C 1.499062 0.635503 1.149831 0.2 0.0 -0.1
S 1.474918 -0.177044 -0.396806 -0.2 0.0 0.2
C 0.483506 0.381896 2.107359 0.1 0.1 0.1
N -0.547344 -0.464852 1.773623 -0.1 -0.1 0.1
H -3.039336 -2.104182 3.237428 0.0 0.0 0.0
H -2.127518 -2.635699 1.807460 0.0 0.0 0.0
H -3.252874 -1.305800 1.661979 0.0 0.0 0.0
H -2.159265 -0.558079 4.694504 0.0 0.0 0.0
H -0.401044 1.073175 5.312459 0.0 0.0 0.0
H 1.626625 2.359565 4.650206 0.0 0.0 0.0
H 3.316967 2.896994 2.906913 0.0 0.0 0.0
H 3.255689 1.771504 0.739249 0.0 0.0 0.0
C 0.630922 3.455668 -0.661838 -0.1 0.0 -0.1
N 1.839118 3.324673 -1.454649 0.1 -0.1 0.0
C 3.025731 3.923866 -1.213021 -0.1 0.1 0.0
Se 3.473857 5.127594 0.100036 0.0 -0.1 0.0
N 3.880092 3.493719 -2.177220 0.0 0.1 -0.1
C 3.236347 2.645707 -3.066253 0.1 -0.1 -0.1
C 3.663033 1.957996 -4.192036 0.0 0.0 0.0
C 2.727488 1.149993 -4.820696 0.0 0.0 0.0
C 1.422118 1.024214 -4.333505 0.1 0.0 -0.1
C 1.001016 1.709812 -3.206969 0.0 0.0 0.0
C 1.934584 2.528681 -2.597408 -0.1 0.1 0.2
H 0.790978 4.242182 0.069647 0.0 0.0 0.0
H 0.399460 2.506843 -0.180763 0.0 0.1 0.0
H -0.204617 3.707309 -1.314611 0.0 0.1 0.0
H 4.821801 3.838454 -2.225546 0.0 0.0 0.0
H 4.678355 2.039106 -4.557298 0.0 0.0 0.0
H 3.019518 0.590040 -5.699656 0.0 0.0 0.0
H 0.729619 0.354157 -4.825474 0.0 0.0 0.0
H 0.012408 1.558537 -2.795241 0.0 0.0 0.0
F 1.583249 -2.277722 1.796648 0.0 0.0 0.0
C 0.928938 -3.213184 1.081703 0.0 0.0 0.0
C -0.059888 -2.868245 0.159282 0.0 0.0 0.0
C -0.680156 -3.974867 -0.425804 0.0 0.0 0.0
F -1.700969 -3.817815 -1.279092 0.0 0.0 0.0
C -0.330286 -5.289361 -0.163194 0.0 0.0 0.0
F -0.970042 -6.300775 -0.770876 0.0 0.0 0.0
C 0.675837 -5.569194 0.738227 0.0 0.0 0.0
F 1.026047 -6.836334 1.004405 0.0 0.0 0.0
C 1.303446 -4.516514 1.369049 0.0 0.0 0.0
F 2.269727 -4.765682 2.267455 0.0 0.0 0.0
O -3.713822 0.419065 -2.319268 0.0 0.0 0.0
S -2.601801 -0.092021 -1.577674 -0.1 -0.2 -0.2
O -2.924285 -1.117637 -0.522718 0.1 0.1 0.0
O -1.763289 0.925890 -0.858852 0.1 0.1 0.1
S -1.141008 -1.106701 -2.583201 0.0 0.0 0.0
```
Forces are in eV/Å.

Computed properties:
- Total energy: -5514.0212 Ha
- Highest occupied orbital energy: -4.82 eV
- Charge: -1
- LUMO level: 2.10 eV
- ΔE to the lowest compared entry with this formula, charge and spin: 0.6 kcal/mol
- Spin multiplicity: 1

***

Entry 2:
Density functional theory data (ωB97M-V/def2-TZVPD) for a cluster of 5 separate species, C2H15N2O3 in total at a distorted geometry.

```
22
Properties=species:S:1:pos:R:3:forces:R:3
C -0.110220 -0.674539 -2.055561 -1.0 -0.4 -1.0
N -1.326230 -0.360158 -1.253982 3.9 -3.3 1.9
C 0.812641 0.493817 -2.137649 -0.6 0.3 -1.4
N 2.109025 0.203135 -2.904655 -0.3 4.7 4.9
H -0.444661 -0.926303 -3.015648 -0.8 0.1 -1.9
H 0.537015 -1.582578 -1.959611 -1.0 -0.3 1.7
H -2.085086 -1.041714 -1.285386 -0.8 0.4 -0.8
H -1.049137 -0.328299 -0.224576 -1.4 1.7 0.0
H 0.994888 0.753005 -1.076765 1.3 0.3 -0.2
H 0.225169 1.277271 -2.565981 0.3 0.9 -0.6
H 2.323591 -1.438919 -0.230865 0.1 -0.1 0.0
H 2.631627 -0.127562 -2.090088 1.1 -2.1 -0.8
H 2.669793 1.143809 -3.042290 -1.2 -1.8 -1.5
H -1.908262 0.615395 2.208092 0.0 -0.1 0.0
H -0.711536 -0.373327 1.797701 -1.9 1.2 -0.1
O -1.542323 0.126672 1.445106 2.2 -1.2 0.2
H -2.539638 1.487889 5.218817 0.1 0.1 -0.2
H -1.960204 2.613138 4.290175 -0.7 -1.5 0.2
O -2.331888 1.686434 4.294806 0.7 1.3 -0.3
H 1.252868 -0.867142 0.776775 -1.0 0.2 3.8
H 1.474302 -1.744954 1.967399 0.1 -0.7 1.1
O 0.978269 -0.935069 1.844184 1.1 0.4 -4.8
```
Forces are in eV/Å.

Computed properties:
- Total energy: -419.3961 Ha
- Highest occupied orbital energy (spin up / spin down): -16.32 / -16.32 eV
- Charge: +2
- LUMO level (spin up / spin down): -10.48 / -14.24 eV
- ΔE to the lowest compared entry with this formula, charge and spin: 206.6 kcal/mol
- Spin multiplicity: 2

***

total energy of number 1 (C24H16F5IrN3O3S3Se)? -5514.0212 Ha

***

ΔE to the lowest compared entry with this formula, charge and spin of number 2 (C2H15N2O3)? 206.6 kcal/mol